[1]
Here is an isolated ion of composition C5H10N and charge +1 from the Open Molecules 2025 dataset. Energies are from ωB97M-V with the def2-TZVPD basis set.

XYZ file:
```
16
Properties=species:S:1:pos:R:3:forces:R:3
C 1.054 -0.030 0.082 -2.345 -0.123 -0.141
C 2.107 -1.021 -0.210 0.639 -0.312 0.864
C 1.429 1.311 0.218 1.399 -0.478 -0.490
H -2.614 -1.315 -0.037 -0.473 1.191 -0.632
H -1.181 1.327 0.171 0.701 0.467 0.017
N -0.189 -0.497 0.040 1.314 -0.928 -0.435
H 1.162 2.218 -0.364 -0.462 -0.633 0.957
H 2.393 1.237 0.731 0.023 1.230 -0.142
H 3.071 -0.833 0.186 0.981 0.753 0.609
H 1.921 -2.030 0.076 -0.837 -0.610 0.146
H -3.508 0.292 0.204 1.432 -0.426 -0.713
C -2.589 -0.200 -0.247 -0.591 -1.818 -1.208
C -1.282 0.238 0.303 -2.075 2.636 3.185
H -2.435 -0.007 -1.341 -1.145 -0.444 0.702
H -1.583 0.270 1.439 1.322 -0.308 -1.106
H 2.243 -0.959 -1.250 0.115 -0.196 -1.613
```
Positions in Å, forces in eV/Å.

Results
net charge = +1
energy above the lowest of the compared OMol25 structures with the same formula, charge and spin = 4.592 eV


[2]
Here is C5H7NO as an isolated structure from the Open Molecules 2025 dataset. Energies are from ωB97M-V with the def2-TZVPD basis set.

XYZ file:
```
14
Properties=species:S:1:pos:R:3:forces:R:3
C 0.571 1.134 0.087 0.225 -0.233 0.178
H -0.071 -0.655 1.624 -0.330 0.015 0.881
H 2.350 -1.412 -0.045 -0.296 -0.040 -0.076
H -0.404 0.343 -1.715 -0.002 0.176 -0.071
H -2.007 0.228 0.977 0.215 -0.052 -0.287
H 2.745 1.014 0.348 -0.295 -0.204 -0.005
H -2.234 1.409 -0.296 0.096 -0.226 -0.056
C -1.915 0.379 -0.105 0.094 -0.029 -0.116
N 1.775 -0.748 -0.562 -0.148 -0.080 -0.136
C 1.805 0.565 0.013 0.204 0.414 -0.242
C -0.498 0.210 -0.641 -0.134 0.074 -0.233
C 0.391 -0.761 -0.114 -0.074 0.330 0.291
H -2.600 -0.307 -0.607 -0.013 0.025 0.038
O 0.093 -1.399 1.037 0.459 -0.170 -0.164
```
Positions in Å, forces in eV/Å.

Results
energy above the lowest of the compared OMol25 structures with the same formula, charge and spin = 4.998 eV


[3]
Here is C22H25AsN7OSW as an isolated structure from the Open Molecules 2025 dataset. Energies are from ωB97M-V with the def2-TZVPD basis set.

XYZ file:
```
58
Properties=species:S:1:pos:R:3:forces:R:3
H 0.506 4.086 -0.816 0.001 -0.004 -0.003
H -3.578 -5.081 -0.658 0.009 0.012 -0.004
H -4.556 -1.003 1.845 0.007 0.021 0.014
As -1.928 -4.288 1.030 -0.022 0.008 0.077
H -0.922 -6.546 1.107 -0.008 0.002 0.006
N 0.405 -1.316 1.456 0.207 0.047 0.101
H 5.300 -2.365 2.650 0.002 0.000 -0.001
C 2.737 -1.573 0.588 -0.014 -0.003 0.017
C -1.696 0.805 2.658 0.017 0.004 -0.095
H -0.024 1.712 -1.303 -0.001 0.002 -0.001
S -1.829 -0.412 -1.820 -0.031 0.241 -0.225
N 2.749 -1.181 -1.793 0.008 -0.002 0.015
C -4.489 -0.455 0.914 0.001 -0.196 -0.077
H 3.257 -1.144 -2.669 -0.008 0.004 -0.005
H 0.341 -5.292 1.026 0.007 -0.011 -0.008
H -6.315 0.627 1.130 0.010 -0.003 0.015
N -4.119 0.980 -1.394 -0.161 -0.066 -0.047
N -3.431 -0.732 0.112 -0.011 0.730 0.220
C -0.780 3.122 2.163 -0.007 -0.021 0.020
C -5.434 0.452 0.528 -0.021 0.023 -0.045
O -1.451 -2.847 0.183 -0.165 0.606 0.081
N 0.761 -0.968 -0.682 0.089 0.012 -0.060
H -7.040 1.679 -1.602 0.003 0.005 -0.007
H -2.001 1.012 3.682 -0.027 0.036 -0.014
N -0.739 1.314 0.587 -0.039 -0.174 -0.130
H 0.975 -0.683 -2.737 0.001 -0.006 -0.001
C 4.764 -2.126 1.743 -0.009 0.001 0.001
H 0.010 4.996 1.452 -0.003 0.000 0.004
C 1.341 -1.306 0.527 0.025 0.108 -0.125
C 5.459 -2.056 0.527 -0.005 0.002 0.001
H -2.804 -3.192 3.087 0.014 0.019 -0.008
C 0.080 3.460 -0.045 -0.003 0.020 0.026
C -1.950 -3.835 2.881 0.002 -0.042 0.045
C -1.038 1.819 1.809 -0.022 0.000 0.038
H -4.293 -3.868 0.441 -0.028 -0.022 -0.004
H -2.031 -4.744 3.476 -0.009 -0.021 -0.033
H 5.368 -1.695 -1.588 0.001 0.000 0.002
H -5.747 2.851 -1.875 0.001 0.003 0.003
N -1.873 -0.311 2.098 0.006 -0.224 0.215
H 2.853 -1.931 2.703 0.000 0.000 0.000
H -6.604 2.776 -0.304 0.001 -0.004 0.003
H -4.065 -5.551 0.993 0.012 -0.004 0.008
H -0.572 -5.750 -0.447 0.009 0.000 0.001
C 1.453 -0.927 -1.795 -0.002 0.020 -0.015
H -1.034 3.478 3.152 0.000 0.003 -0.001
H 6.524 -2.246 0.512 0.000 0.000 -0.001
C -3.327 0.022 -0.994 0.269 -0.375 -0.184
C 3.452 -1.503 -0.625 0.005 -0.003 0.018
C -3.657 -4.750 0.376 0.063 0.048 -0.012
H -1.022 -3.318 3.121 -0.002 0.005 -0.008
C -0.200 3.963 1.212 0.013 0.000 -0.032
W -1.163 -0.930 0.418 -0.211 -0.854 0.197
C -0.205 2.130 -0.323 0.026 -0.012 0.028
C -0.621 -5.612 0.631 -0.022 0.076 -0.021
C -6.198 2.198 -1.133 -0.012 -0.002 -0.012
C -5.224 1.185 -0.662 0.008 -0.006 0.038
C 4.817 -1.747 -0.658 0.011 0.000 -0.016
C 3.411 -1.888 1.778 0.011 -0.003 0.001
```
Positions in Å, forces in eV/Å.

Results
net charge = +3
E = -4012.0892 Eh


[4]
Here is one molecule with the formula C4H7NO2S from the Open Molecules 2025 dataset. Energies are from ωB97M-V with the def2-TZVPD basis set.

XYZ file:
```
15
Properties=species:S:1:pos:R:3:forces:R:3
H 0.427 2.508 2.076 -0.152 -0.211 -0.689
H 1.110 1.313 -0.510 0.503 0.202 0.162
C -0.213 -0.109 0.283 -1.156 0.645 -1.050
O 0.314 -2.805 -0.211 0.295 0.067 -0.528
S 1.285 1.477 1.980 0.539 0.123 0.580
O -1.248 2.013 -0.172 -0.632 -0.007 0.162
H 1.945 -0.016 0.446 -0.006 -0.025 -0.592
H -0.547 -0.287 -1.862 0.171 0.308 0.135
H -2.338 0.511 0.722 -0.208 0.409 -0.154
N -0.300 -0.776 -1.017 0.199 -0.815 -0.597
H 0.188 -2.424 -2.213 -0.053 0.131 0.129
C 0.110 -2.083 -1.165 -0.559 0.227 0.882
C -1.404 0.919 0.294 1.360 -0.995 -0.035
H -0.429 -0.910 0.986 0.573 0.268 0.502
C 1.100 0.667 0.362 -0.875 -0.326 1.094
```
Positions in Å, forces in eV/Å.

Results
energy above the lowest of the compared OMol25 structures with the same formula, charge and spin = 1.549 eV


[5]
Here is a 10-piece molecular cluster, C30H58Cl3N8O15S2 overall from the Open Molecules 2025 dataset. Energies are from ωB97M-V with the def2-TZVPD basis set.

XYZ file:
```
116
Properties=species:S:1:pos:R:3:forces:R:3
O 0.385 0.775 4.512 -1.505 -1.835 -0.621
Cl 3.297 -0.893 -3.331 0.631 -0.360 -1.419
C 0.056 -3.147 1.852 -1.008 0.829 -0.606
H -3.487 2.807 3.860 -0.099 0.343 0.909
H -3.052 -0.447 -4.681 -0.369 -0.103 -0.035
H 2.546 1.212 0.311 0.437 2.001 -0.239
H 5.843 2.124 2.549 0.057 0.564 0.173
H -1.869 -2.832 -0.652 0.248 -0.109 -0.383
O 2.435 2.726 -0.334 -2.045 -2.621 -1.875
O 2.035 4.373 1.388 -4.702 3.461 -0.514
N 5.154 -0.590 3.395 -0.310 -0.288 -0.058
H -0.177 2.494 0.425 0.491 0.124 0.596
H -4.814 -3.335 0.621 -0.245 -0.483 0.313
H 2.971 2.627 -5.631 0.431 0.051 0.119
H 3.180 -3.271 2.278 1.436 1.422 0.511
H 3.342 3.895 -3.045 0.029 -0.352 0.249
O 2.234 0.131 2.975 -0.237 -1.732 -0.332
C -4.383 1.405 5.251 -0.072 0.812 0.375
O -3.192 -2.126 0.628 -1.468 -1.639 1.686
H -3.410 -4.222 1.348 0.609 0.110 -0.690
C -3.356 2.511 -0.515 1.646 0.897 -1.630
H 1.761 -5.621 -2.562 0.440 0.089 0.047
O 0.930 1.840 -3.531 2.797 1.277 -0.048
H 2.248 -1.672 2.481 0.152 0.448 0.402
O 4.364 -1.453 -0.145 -1.511 1.574 0.240
C -5.091 -0.334 6.768 -1.288 -0.270 -1.539
H 1.549 -0.137 -1.443 0.208 0.330 0.192
C 2.113 3.119 -5.173 0.815 -0.200 -0.774
H 2.285 -4.063 -3.357 -0.499 -0.075 0.008
C 5.229 0.737 -0.200 -0.502 -0.568 0.471
C -2.789 -1.056 -1.489 2.041 -1.798 -0.030
H -5.685 -1.482 4.354 0.322 -0.203 0.262
H 5.174 1.324 0.716 0.089 0.910 -0.370
C 4.002 -1.394 -4.945 -1.066 -0.243 0.772
H -2.045 4.116 -2.106 0.283 -0.012 -0.209
H -0.395 -3.572 0.955 0.215 -0.856 0.177
H 4.738 1.912 3.880 -0.162 -0.338 -0.127
H 2.352 4.181 -5.122 -0.134 0.071 -0.258
H -0.738 2.859 -2.227 -0.087 -0.114 -0.026
C -4.695 1.361 -4.238 2.090 0.091 -0.334
H 5.417 -1.536 3.159 -0.310 0.121 0.095
O 1.811 -4.780 2.091 -0.602 0.699 -0.276
H 1.333 2.900 -5.902 -0.473 0.185 0.655
H -4.183 -0.746 7.209 0.123 0.418 -0.276
C -1.892 1.738 1.680 -0.248 0.855 -1.715
H -5.583 0.436 7.361 0.570 0.214 -0.022
H -0.635 -0.476 -4.032 0.077 0.209 -0.260
N 2.776 3.073 -2.895 0.225 -0.461 -0.028
H -4.095 -2.921 2.237 -0.422 -0.083 -0.003
O 3.650 3.052 1.731 2.774 -2.822 -0.470
C -2.874 -2.413 -0.676 1.423 1.782 -2.049
H -1.085 -1.958 -2.439 0.075 0.456 0.470
S 1.439 1.218 3.614 1.295 3.925 1.696
C -3.312 1.653 1.699 1.558 -0.776 0.389
H -0.068 -2.097 1.586 0.540 0.388 0.468
O 1.079 2.247 2.654 -3.311 -1.220 -3.665
C -1.282 3.545 -1.577 -0.771 -0.009 0.339
C -1.243 2.379 0.553 -2.206 -0.789 0.968
C -4.054 1.097 2.854 0.684 0.541 1.584
C -3.987 1.870 4.055 1.249 0.484 -1.565
H -0.599 -3.299 2.710 0.179 -0.340 0.048
H -0.572 4.207 -1.082 -0.013 0.021 -0.058
H 5.152 1.270 -1.148 -0.285 0.499 0.379
N -0.963 -4.873 -2.384 1.552 -0.688 -1.196
H -5.025 0.459 -4.754 -0.170 -0.994 1.263
H -2.369 -0.330 -0.792 0.028 0.332 0.296
C -1.434 -0.101 -3.392 0.525 -1.410 0.023
O 0.302 -3.143 -1.846 0.292 1.873 0.738
H 2.457 0.023 1.370 0.269 -0.055 1.908
C 6.156 0.298 3.385 1.637 -1.187 -0.186
H -3.757 -0.672 -1.813 -0.005 -0.253 -0.235
H -5.027 1.669 0.523 -0.233 0.399 -0.443
C 1.951 2.595 -3.772 -4.172 -0.920 -1.793
H 6.141 0.139 -0.213 -0.029 0.095 0.040
C 1.476 -3.581 2.077 -1.612 -1.323 -0.080
H 6.427 2.223 4.255 0.244 0.006 -0.291
O -3.381 1.241 -3.526 -3.772 0.395 -0.448
H -3.512 -3.113 -1.216 -0.587 -0.125 0.274
H -0.927 -5.761 -2.864 -0.938 0.077 0.387
H -3.752 2.654 -1.509 -0.544 0.128 0.175
H -1.725 -4.479 -1.850 0.117 -0.406 -0.249
C 1.582 -0.377 -0.381 -0.814 -0.810 0.460
H -1.304 1.207 2.414 0.448 0.553 0.400
H -2.165 1.003 -5.138 0.274 0.162 -0.149
H 1.585 -1.458 -0.235 -0.022 0.029 -0.207
C -3.995 1.986 0.552 -0.743 -0.484 -0.451
C 0.214 -4.178 -2.444 1.227 -0.444 0.294
C -4.735 -0.116 2.950 0.059 0.237 1.344
O 7.320 -0.118 3.166 -1.183 0.997 0.350
C -5.087 -0.588 4.257 -0.597 0.351 -3.205
N 2.652 0.211 0.397 3.155 -1.429 -2.433
H 4.199 -0.280 3.505 -0.309 -0.142 -0.037
Cl 2.775 -2.441 -5.802 0.733 0.657 0.361
N -2.010 2.821 -0.497 0.392 -1.170 1.799
Cl 5.511 -2.269 -4.728 -0.218 0.178 -0.053
N 2.385 -2.648 2.260 0.561 -1.214 -0.385
O 2.287 2.112 4.374 2.828 -0.533 2.830
H -0.924 0.628 -2.763 -0.364 0.526 -0.053
S 2.994 3.701 0.593 2.888 0.619 4.020
N -4.922 0.189 5.336 0.053 -1.739 2.360
O 3.910 4.536 -0.136 0.881 1.231 -1.819
C 4.135 -0.268 -0.035 -0.346 -1.672 0.244
H 4.168 -0.508 -5.558 -0.085 -0.232 0.238
H 0.733 0.046 0.156 -0.625 -0.206 -0.509
C 5.761 1.717 3.557 0.136 0.465 0.089
H -4.870 -0.572 1.981 -0.320 -1.072 0.411
H -4.496 1.856 -5.189 -0.013 1.365 0.267
C 1.475 -4.770 -3.180 -2.876 -0.699 0.763
C -3.905 -3.260 1.218 0.039 1.938 0.342
C -2.555 0.441 -4.290 1.871 -0.920 0.435
H -4.391 1.886 6.217 0.495 0.618 -0.320
H -5.847 -1.119 6.733 0.193 -0.225 -0.162
H 2.550 2.719 -1.976 0.601 0.669 1.691
H 0.966 -5.211 -4.037 0.913 0.032 -0.782
H -5.448 1.825 -3.601 0.259 -0.042 -0.182
N -1.824 -1.292 -2.612 -2.385 0.958 -0.221
```
Positions in Å, forces in eV/Å.

Results
net charge = -1
energy above the lowest of the compared OMol25 structures with the same formula, charge and spin = 3.962 eV


[6]
Here is one molecule with the formula C5H11NO from the Open Molecules 2025 dataset. Energies are from ωB97M-V with the def2-TZVPD basis set.

XYZ file:
```
18
Properties=species:S:1:pos:R:3:forces:R:3
C -2.133 0.322 0.287 -0.141 -0.384 0.149
N 0.367 0.404 0.240 0.093 -0.013 -0.095
H -0.789 -1.401 0.653 0.051 0.108 -0.049
H -2.538 -0.205 -0.592 0.135 0.114 0.026
C 1.452 -0.516 -1.757 -0.022 -0.002 -0.080
O -1.979 1.695 0.042 0.100 0.103 -0.112
H 2.306 -1.098 -2.119 -0.110 0.069 0.063
C 0.092 0.335 1.667 0.052 0.085 0.224
H -0.200 1.270 2.137 0.045 -0.107 -0.075
C -0.814 -0.312 0.691 -0.135 -0.137 -0.037
H -1.084 1.778 -0.332 -0.124 0.088 0.104
H 0.536 -1.022 -2.080 0.090 0.046 0.060
H 1.526 -1.372 0.230 -0.020 0.122 -0.019
H -2.865 0.190 1.093 0.085 0.085 -0.067
C 1.496 -0.375 -0.244 0.140 -0.086 -0.024
H 2.410 0.152 0.054 -0.095 -0.068 -0.030
H 1.480 0.468 -2.233 -0.012 -0.115 0.062
H 0.737 -0.313 2.262 -0.133 0.092 -0.102
```
Positions in Å, forces in eV/Å.

Results
energy above the lowest of the compared OMol25 structures with the same formula, charge and spin = 1.951 eV


Max |F| / Eh/bohr: 0.0900; 0.0183; 0.0175; 0.0329; 0.1140; 0.0085
M / g/mol: 84.14; 97.12; 694.32; 133.17; 941.33; 101.15